1.
This record from the OMol25 dataset describes a 2-piece molecular cluster, C6H12O overall. The level of theory is ωB97M-V with the def2-TZVPD basis set.

Geometry (Å):
C1 -0.72015 1.99661 0.49138
C2 0.68364 1.41153 0.42798
C3 1.25541 0.76984 -0.59747
C4 0.51707 0.22823 -1.78262
H1 -1.40533 1.57380 1.25006
H2 -1.25169 1.96257 -0.46707
H3 -0.57124 3.06078 0.69857
H4 1.33623 1.60825 1.27925
H5 2.30121 0.41634 -0.54597
H6 -0.55853 0.15566 -1.59886
H7 0.69153 0.79107 -2.70672
H8 0.85641 -0.79778 -1.94721
C5 0.57656 -2.03926 0.91997
C6 -0.72631 -2.03389 0.68612
O1 -1.54935 -1.00504 1.05163
H9 1.00878 -1.13121 1.31328
H10 1.18377 -2.85371 0.52572
H11 -1.17619 -2.89851 0.21455
H12 -2.45183 -1.21527 0.78741

HOMO level ... -8.7915 eV
Frontier orbital gap ... 9.5 eV
SMILES ... C/C=C\C.C=CO
Spin multiplicity ... 1


2.
This record from the OMol25 dataset describes one molecule with the formula C5H10N2S. The level of theory is ωB97M-V with the def2-TZVPD basis set.

Geometry (Å):
C1 -1.82574 1.36781 0.56257
C2 -1.41338 0.37602 -0.51809
S1 -2.49701 -1.08534 -0.57364
C3 0.05588 0.03820 -0.40051
N1 0.95228 0.71234 -0.99799
C4 2.24431 0.18294 -0.53266
C5 1.90081 -1.13341 0.19965
N2 0.48323 -0.92886 0.49523
H1 -1.68831 0.92608 1.55546
H2 -1.22321 2.29276 0.48331
H3 -2.89399 1.63950 0.44908
H4 -1.52753 0.86579 -1.50531
H5 -2.68900 -1.20274 0.77560
H6 2.93053 0.06195 -1.33862
H7 2.70059 0.92479 0.17412
H8 2.08462 -2.00250 -0.45038
H9 2.48859 -1.28043 1.11218
H10 -0.08267 -1.75488 0.50998

HOMO level ... -8.8359 eV
Frontier orbital gap ... 9.6 eV
SMILES ... C[C@H](S)C1=NCCN1
Spin multiplicity ... 1


3.
This record from the OMol25 dataset describes C27H71CaN8O11 as an isolated structure. The level of theory is ωB97M-V with the def2-TZVPD basis set.

Geometry (Å):
Ca1 -4.10091 1.03313 0.67948
C1 -2.26931 -0.98754 -1.45981
O1 -2.84759 -0.38899 -0.34211
H1 -1.28181 -1.37983 -1.30437
H2 -2.91269 -1.80269 -1.79461
H3 -2.18143 -0.27771 -2.29151
C2 -2.42343 0.61622 3.14562
O2 -3.61270 0.56351 2.73735
N1 -1.43577 -0.22529 2.57895
N2 -2.15434 1.43930 4.21080
H4 -0.50994 -0.27715 3.03507
H5 -1.71167 -1.04767 2.05636
H6 -1.17057 1.69072 4.48785
H7 -2.94122 1.88827 4.64129
C3 -6.27515 -1.34899 0.36321
O3 -6.28005 -0.11704 0.53738
N3 -5.16963 -2.15250 0.10161
N4 -7.47205 -2.05487 0.43611
H8 -4.29889 -1.63194 -0.06441
H9 -5.15057 -2.97210 0.66875
H10 -8.20072 -1.69998 1.03093
H11 -7.38771 -3.05930 0.36560
C4 3.74055 5.04884 -4.11951
O4 2.46057 4.82727 -4.63215
C5 1.94503 5.88124 -5.35912
C6 0.68415 5.43283 -6.04025
N5 -0.36074 5.31258 -4.97498
C7 -1.44245 4.34667 -5.18192
C8 -2.33607 4.25190 -3.89770
O5 -1.60004 4.00733 -2.70057
C9 -0.89134 2.80088 -2.77648
H12 3.80574 5.98751 -3.53650
H13 4.57560 4.92927 -4.85791
H14 3.95513 4.28115 -3.35870
H15 2.65592 6.10810 -6.17422
H16 1.70425 6.69772 -4.67794
H17 0.88136 4.43517 -6.44856
H18 0.42072 6.07512 -6.92058
H19 0.08367 5.04431 -4.09404
H20 -1.10250 3.37501 -5.53937
H21 -2.10042 4.77805 -5.98219
H22 -3.14462 3.48572 -3.98847
H23 -2.72142 5.26833 -3.73602
H24 -0.78337 2.44870 -1.77181
H25 0.11201 2.86971 -3.23154
H26 -1.47096 2.08019 -3.33270
C10 -5.43272 -5.90047 1.26356
O6 -4.90639 -4.64766 1.70007
C11 -4.33196 -4.83631 3.00547
C12 -3.11597 -3.93088 3.17256
N6 -2.13721 -4.13351 2.15877
C13 -0.81725 -3.50503 2.46680
C14 0.29894 -4.45012 2.13021
O7 0.27214 -5.51867 3.05415
C15 1.26492 -6.41217 2.82201
H27 -5.99706 -5.75445 0.33657
H28 -6.08577 -6.44125 1.94032
H29 -4.52169 -6.55324 1.16359
H30 -3.88333 -5.86632 3.03578
H31 -5.14721 -4.79659 3.77395
H32 -2.71062 -4.22203 4.14089
H33 -3.46151 -2.84090 3.36914
H34 -2.43185 -3.89340 1.23595
H35 -0.80611 -3.24470 3.53749
H36 -0.70167 -2.50835 1.99936
H37 1.24805 -3.92480 2.22484
H38 0.14222 -4.86741 1.13644
H39 0.90660 -7.37715 3.17470
H40 2.16890 -6.09706 3.37168
H41 1.47803 -6.60046 1.76109
C16 5.80001 1.65225 6.33951
O8 4.61296 1.52642 5.59848
C17 4.72568 0.77742 4.43310
C18 3.36557 0.59031 3.87046
N7 2.82988 1.74831 3.14080
C19 1.51832 1.49099 2.64460
C20 0.95507 2.70702 1.87522
O9 0.37478 3.60251 2.81197
C21 -0.20350 4.75674 2.21006
H42 5.62068 2.35947 7.13302
H43 6.64799 2.03065 5.76978
H44 6.13507 0.66797 6.68903
H45 5.13111 -0.22637 4.66889
H46 5.41139 1.19646 3.72224
H47 2.76601 0.33499 4.76723
H48 3.45046 -0.32640 3.26906
H49 2.84458 2.58864 3.78236
H50 0.83462 1.21435 3.48862
H51 1.58501 0.63668 1.96204
H52 0.25822 2.35636 1.17239
H53 1.76212 3.22396 1.36348
H54 -0.91676 4.57121 1.37423
H55 0.48519 5.46038 1.72563
H56 -0.73425 5.33883 2.98172
C22 2.32320 -3.55207 -4.10243
O10 3.02478 -3.74486 -2.90783
C23 2.26875 -3.35769 -1.77384
C24 2.07207 -1.87146 -1.55905
N8 3.37110 -1.29340 -1.28270
C25 3.34505 0.10982 -1.01804
C26 2.53139 0.93025 -1.98898
O11 2.70541 0.47898 -3.34441
C27 1.59818 0.83842 -4.11649
H57 2.92154 -3.99667 -4.89964
H58 2.35001 -2.52194 -4.32440
H59 1.36445 -4.02070 -4.09759
H60 2.75612 -3.72131 -0.89924
H61 1.22328 -3.80385 -1.80469
H62 1.38446 -1.80220 -0.67927
H63 1.58536 -1.33983 -2.45857
H64 3.88789 -1.37215 -2.16418
H65 4.35014 0.51666 -1.00472
H66 2.95188 0.33883 -0.00394
H67 2.81592 2.00435 -1.97069
H68 1.47217 0.85116 -1.82155
H69 1.59052 1.90882 -4.38658
H70 0.67737 0.63061 -3.59583
H71 1.59464 0.25280 -5.05093

HOMO level ... -10.4648 eV
Net charge ... +1
Frontier orbital gap ... 7.1 eV
Spin multiplicity ... 1


4.
This record from the OMol25 dataset describes a 2-piece molecular cluster, C2H4BrO2S overall. The level of theory is ωB97M-V with the def2-TZVPD basis set.

Geometry (Å):
C1 1.16609 1.99401 1.15347
C2 -0.21766 1.74056 0.73988
O1 5.49550 1.04417 0.01735
O2 5.38502 -1.29012 0.72736
S1 4.88904 -0.25902 -0.20368
Br1 -0.58220 2.21982 -1.04344
H1 1.92313 1.09220 1.18998
H2 1.18256 2.55038 2.12237
H3 1.60564 2.66052 0.41417
H4 -1.05819 2.14130 1.47235

HOMO level (spin up / spin down) ... -1.1358 / -4.5472 eV
Net charge ... -1
Frontier orbital gap (spin up / spin down) ... 4.0 / 6.8 eV
Spin multiplicity ... 3